22
Properties=species:S:1:pos:R:3:mulliken_charge:R:1 method="wB97M-V/def2-TZVPD" gap_ev="5.72 / 3.28" spin_multiplicity=2 s2=0.75 homo_ev="-12.44 / -12.43" lumo_energy_ha="-0.2471 / -0.3363" relative_energy_kj_mol=0.0 total_charge=+1
Cu 0.73 -0.79 -3.89 0.694
I -0.33 -0.32 -1.41 0.291
C -0.14 5.29 0.31 -0.539
C -0.95 4.10 -0.14 -0.107
O -0.35 3.56 -1.34 -0.418
O -0.18 6.33 -0.64 -0.503
H 0.88 4.97 0.52 0.291
H -0.60 5.69 1.22 0.310
H -1.97 4.41 -0.37 0.214
H -0.97 3.35 0.66 0.311
H -0.31 2.60 -1.27 0.150
H 0.44 6.12 -1.35 0.306
C 0.99 -4.98 0.53 -0.289
C -0.43 -4.47 0.51 -0.290
O -0.61 -3.28 1.27 -0.432
O 1.28 -5.63 1.75 -0.495
H 1.67 -4.13 0.37 0.242
H 1.14 -5.70 -0.27 0.304
H -1.08 -5.21 0.95 0.267
H -0.74 -4.32 -0.54 0.205
H -0.23 -2.55 0.78 0.199
H 1.74 -5.03 2.34 0.289